The following is a DFT calculation (ωB97M-V/def2-TZVPD) of a cluster of 3 separate species, C28H57BF4N6O5 in total at a distorted geometry.

The total energy is -2230.11924 Eh. The total charge is 0. For the largest force on an atom, the calculation gives 0.097 hartree/bohr.

Structure (XYZ):
```
101
Properties=species:S:1:pos:R:3:forces:R:3:lowdin_charge:R:1
C -4.472492 6.863597 -3.624238 0.575 -1.118 -0.119 -0.1148
C -3.384418 5.727422 -3.840475 -0.394 0.753 -0.328 -0.2657
C -3.086194 4.933775 -2.529865 0.477 0.079 -0.041 -0.1870
C -2.403300 3.522390 -2.794554 -0.895 1.109 1.125 -0.1219
N -0.941958 3.676955 -2.544882 -0.328 0.535 0.613 -0.0346
C -0.145588 3.796676 -3.772509 0.676 0.309 0.201 -0.0515
C 0.325809 2.318532 -3.991670 0.906 1.459 -0.777 -0.1859
C -0.638965 1.480227 -4.925401 -0.260 -1.020 2.577 -0.0521
O -1.395947 2.269181 -5.858212 1.329 -0.590 -0.528 0.0477
C -0.799362 2.415249 -7.058405 -1.540 1.366 -1.285 -0.6510
F 0.226183 3.323591 -7.046838 -0.238 -1.204 0.242 0.1500
F -0.395279 1.271331 -7.644305 0.314 0.638 0.680 0.1661
F -1.735004 2.957416 -7.892279 0.689 -0.436 0.656 0.1393
B 1.860306 2.211550 -4.530556 1.141 0.069 -0.511 -0.5328
O 2.668115 3.343368 -4.660419 -0.973 -0.811 -0.119 0.1518
O 2.449057 0.990689 -4.936766 -0.994 1.069 -0.607 0.1368
N 0.428960 1.905391 -2.561571 -1.411 0.180 1.201 0.1450
C 0.434281 0.446654 -2.306284 0.895 -4.554 1.770 -0.6912
O 1.537382 -0.074765 -2.106739 0.938 1.492 -0.345 0.0145
O -0.618340 -0.235644 -2.239624 -0.710 2.671 -0.891 -0.0109
C -0.305677 2.719236 -1.717495 -0.271 0.081 -4.601 -0.1903
N -0.394558 2.710467 -0.421606 -0.562 0.795 1.190 0.0463
N 0.303848 1.725824 0.314254 0.457 -0.802 -0.703 0.1570
C 1.560366 1.959395 0.398306 1.547 -0.717 0.302 -0.3126
C 2.271517 3.310711 0.136440 -0.864 -0.448 -0.236 0.0063
C 2.447195 0.774584 0.851605 -0.310 1.002 1.042 -0.0141
C -1.193654 3.689160 0.352317 0.721 0.284 1.757 -0.2519
F -2.558732 3.532151 0.139664 0.912 0.260 -0.402 0.0190
C -0.977760 3.522564 1.904393 -1.145 0.326 -0.089 -0.1649
C -1.870375 2.379080 2.522429 0.478 -0.173 -0.275 -0.0908
H -4.279930 7.305079 -2.619011 -0.461 -0.116 -0.756 0.0715
H -4.406463 7.644771 -4.414245 -0.068 -0.535 0.614 0.0680
H -5.465683 6.363022 -3.686316 0.514 0.685 0.344 0.0728
H -3.711389 5.038350 -4.658813 0.141 0.478 0.629 0.1044
H -2.481898 6.262898 -4.236793 -0.401 -0.754 0.493 0.1034
H -2.346717 5.541392 -1.948241 -0.624 -0.551 -0.318 0.1063
H -3.975831 4.844053 -1.859026 0.427 -0.061 -0.820 0.1121
H -2.651968 3.225048 -3.836629 0.598 -0.063 0.616 0.1155
H -2.788893 2.752001 -2.094446 0.116 0.505 -0.552 0.1256
H 0.712382 4.497530 -3.603419 -0.407 -0.905 0.080 0.1383
H -0.711694 4.321678 -4.567034 0.036 -0.895 0.398 0.1365
H -0.049957 0.650011 -5.365285 -0.636 0.595 -0.202 0.1402
H -1.385639 0.990711 -4.247838 0.513 0.343 -0.697 0.1451
H 3.372324 3.127845 -5.297106 -0.043 0.066 0.628 0.1182
H 2.110476 0.736446 -5.813206 0.197 -0.303 0.524 0.1084
H 3.328514 3.304977 0.475291 -0.761 -0.169 -0.391 0.0915
H 1.717352 4.090990 0.711485 0.445 -0.416 -0.521 0.0798
H 2.186628 3.529317 -0.954372 0.334 0.052 0.771 0.0898
H 3.217048 0.526718 0.088948 -0.806 0.169 0.264 0.0986
H 2.997995 1.125655 1.763058 -0.281 -0.310 -0.630 0.0869
H 1.832315 -0.099045 1.149265 0.389 0.511 -0.544 0.0729
H -0.841117 4.720322 0.114406 -0.715 -0.756 -0.559 0.1599
H -1.358033 4.480368 2.344315 0.438 -0.618 -0.501 0.1167
H 0.091805 3.464423 2.185981 -0.662 -0.146 -0.346 0.0960
H -1.244030 1.810150 3.245499 -0.703 0.353 -0.352 0.0754
H -2.228990 1.661736 1.748166 0.422 0.507 0.546 0.0769
H -2.778740 2.803579 3.009619 0.826 -0.336 -0.242 0.0771
C -0.305930 -2.159729 0.424213 -0.101 0.075 0.013 -0.0818
C 0.672589 -3.093630 -0.270240 -0.078 0.148 0.090 -0.2534
N 1.077133 -4.229205 0.550203 0.304 -0.170 0.211 -0.1912
C 2.212501 -4.958715 0.004796 0.165 0.109 -0.002 -0.2526
C 2.025502 -5.671259 -1.337425 0.117 -0.186 -0.059 -0.0887
C 0.000719 -5.051896 1.074703 -0.223 0.134 0.157 -0.2612
C -0.964361 -5.693268 0.073679 -0.158 -0.202 0.031 -0.0811
H 0.092341 -1.811909 1.382754 -0.010 -0.135 0.041 0.0592
H -0.483794 -1.285220 -0.204220 0.039 -0.109 -0.038 0.0439
H -1.273611 -2.635987 0.600756 0.011 0.008 0.061 0.0687
H 1.562365 -2.504009 -0.510418 0.043 -0.184 -0.071 0.1123
H 0.241472 -3.410527 -1.228340 -0.027 0.097 -0.081 0.1061
H 2.559422 -5.686942 0.745801 -0.164 0.010 0.055 0.1076
H 3.042585 -4.251901 -0.102574 -0.127 0.109 -0.005 0.1086
H 1.433284 -6.580429 -1.233262 -0.055 0.052 -0.051 0.0525
H 3.000837 -5.972076 -1.730287 -0.023 0.025 0.019 0.0686
H 1.558376 -5.030213 -2.085551 -0.021 0.014 0.042 0.0685
H -0.587740 -4.439841 1.766984 0.027 0.086 -0.093 0.0860
H 0.423290 -5.838747 1.708227 0.196 0.044 -0.129 0.1039
H -1.282888 -4.998569 -0.705138 0.058 0.024 0.027 0.0700
H -1.864857 -6.028601 0.596705 0.034 0.027 -0.007 0.0710
H -0.530966 -6.573207 -0.401314 -0.006 0.075 -0.089 0.0532
C 1.804599 -5.576151 4.747921 -0.075 -0.027 -0.041 -0.0856
C 1.612137 -4.614489 5.912954 0.021 -0.101 -0.127 -0.2732
N 1.621868 -3.215465 5.519191 0.175 0.331 0.092 -0.1944
C 1.721737 -2.300434 6.647151 0.169 -0.056 0.118 -0.2542
C 0.564282 -2.272272 7.649437 -0.039 0.205 0.113 -0.0908
C 0.666021 -2.836529 4.487934 -0.029 -0.260 -0.363 -0.2456
C -0.817640 -3.098206 4.761315 -0.185 0.152 -0.087 -0.0801
H 2.716363 -5.345732 4.193163 -0.068 0.072 -0.007 0.0818
H 1.889442 -6.598107 5.124289 -0.019 0.044 0.018 0.0735
H 0.960721 -5.554363 4.056283 0.047 0.018 -0.021 0.0499
H 2.439634 -4.783912 6.609693 -0.064 0.223 0.065 0.1168
H 0.691675 -4.885026 6.449433 -0.034 -0.102 0.046 0.0986
H 1.887120 -1.285921 6.270638 -0.077 -0.072 -0.144 0.1091
H 2.636889 -2.547204 7.197058 -0.019 -0.131 -0.072 0.1075
H -0.305814 -1.753912 7.247304 -0.034 -0.097 0.007 0.0530
H 0.871003 -1.727070 8.546421 0.007 -0.028 -0.028 0.0689
H 0.263746 -3.271912 7.964871 -0.003 -0.001 -0.042 0.0655
H 0.936438 -3.357218 3.563364 0.043 -0.048 0.079 0.0895
H 0.797989 -1.777520 4.244792 0.120 -0.004 0.204 0.1108
H -0.998040 -4.087267 5.186458 0.047 0.013 0.005 0.0694
H -1.377109 -3.042028 3.823083 0.048 -0.009 0.016 0.0634
H -1.246613 -2.350165 5.428226 -0.021 -0.105 0.069 0.0526
```
Forces are in eV/Å.

The following is a DFT calculation (ωB97M-V/def2-TZVPD) of the ion C16H33B2I2O3 with charge -1 at a distorted geometry.

The total energy is -1500.32458 Eh. The total charge is -1. For the largest force on an atom, the calculation gives 0.027 hartree/bohr.

Structure (XYZ):
```
56
Properties=species:S:1:pos:R:3:forces:R:3:nbo_charge:R:1
C 5.759320 -0.125059 1.646519 0.093 -0.336 -0.594 -0.2391
O 4.970448 0.171146 0.523791 -0.067 0.286 0.010 -0.5449
C 4.870705 -0.947627 -0.332524 -0.324 -0.002 0.078 -0.0569
C 4.085724 -0.634112 -1.614867 0.558 0.776 0.503 -0.4161
C 3.398347 0.737284 -1.637877 -0.818 -0.557 -0.267 -0.3930
C 1.975512 0.695804 -1.036037 0.645 0.501 0.340 -0.4004
C 1.875362 1.289335 0.377648 -0.107 0.042 -0.370 -0.4005
C 1.328900 2.728129 0.387544 -0.551 -0.698 0.408 -0.3970
C -0.176796 2.809320 0.755274 0.872 -0.189 -0.390 -0.3819
C -1.078971 2.994865 -0.462350 -0.096 0.172 0.719 -0.3943
C -2.543578 2.539507 -0.276408 0.327 0.376 -1.041 -0.3951
C -2.965642 1.370778 -1.205599 -0.439 0.150 0.964 -0.3837
C -3.517572 0.100981 -0.509201 0.226 -0.332 -0.667 -0.6363
B -2.483495 -1.182969 -0.542037 0.593 0.422 -1.013 0.0598
C -1.350031 -1.303204 0.666950 -0.600 -0.167 0.584 -1.0774
B -1.732367 -0.870529 2.110458 -0.091 -0.766 0.111 1.2131
O -1.495406 -1.770772 3.193592 0.618 0.597 0.230 -0.9601
O -2.304549 0.345464 2.478269 0.438 0.624 -0.350 -0.9506
C -3.211006 -2.633389 -0.835042 0.725 1.180 0.227 -0.2088
I -2.489876 -3.727956 -2.550703 -0.016 0.184 0.210 0.0154
C -4.166417 -3.222601 -0.169098 -0.560 -0.998 -0.087 -0.2358
C -4.782912 -4.556108 -0.447807 -0.572 0.050 1.064 -0.6688
I -4.993854 -2.262642 1.525223 0.062 0.025 0.049 0.0907
H 5.336811 -0.961222 2.205199 -0.078 -0.041 0.259 0.1642
H 6.754948 -0.419069 1.306401 0.276 -0.067 0.137 0.1556
H 5.846819 0.755818 2.260948 -0.126 0.277 0.223 0.1891
H 5.884100 -1.275397 -0.568997 0.162 -0.222 -0.098 0.1544
H 4.364577 -1.756607 0.201287 0.074 -0.144 0.180 0.1613
H 3.333709 -1.398350 -1.735802 -0.173 -0.267 -0.305 0.2108
H 4.776512 -0.671412 -2.446812 0.149 -0.187 -0.293 0.1953
H 3.998449 1.507072 -1.172938 0.204 0.125 0.171 0.2109
H 3.288693 1.012252 -2.682188 0.096 0.065 -0.273 0.1961
H 1.338519 1.288031 -1.678224 -0.395 -0.031 -0.215 0.2009
H 1.605156 -0.320808 -1.055078 -0.167 -0.262 -0.068 0.2091
H 1.248020 0.639990 0.976737 -0.270 -0.035 0.264 0.1996
H 2.845648 1.285173 0.853360 0.374 -0.142 0.022 0.2082
H 1.909797 3.283323 1.112890 0.143 0.441 0.023 0.1885
H 1.455302 3.142453 -0.606693 0.299 0.424 -0.115 0.1892
H -0.429632 1.880665 1.248887 -0.257 -0.213 0.266 0.1956
H -0.280627 3.621699 1.465926 -0.443 0.170 0.196 0.1850
H -0.612955 2.504985 -1.310463 -0.080 -0.268 -0.216 0.1922
H -1.066794 4.058206 -0.688062 0.061 0.256 -0.239 0.1809
H -2.783117 2.366362 0.764802 0.082 -0.317 0.254 0.2113
H -3.129320 3.402978 -0.581589 -0.358 0.157 0.146 0.1804
H -3.763595 1.747090 -1.839603 -0.104 0.192 -0.259 0.1765
H -2.143913 1.133146 -1.869347 0.234 -0.246 -0.108 0.1943
H -4.367304 -0.192102 -1.128581 -0.287 -0.207 0.027 0.1928
H -3.940466 0.342653 0.461227 0.047 0.205 0.206 0.2038
H -1.836646 -0.990984 -1.569732 0.042 -0.029 -0.044 -0.0604
H -0.481412 -0.730838 0.355554 0.192 0.434 -0.191 0.2399
H -1.013250 -2.336365 0.722464 0.197 -0.236 -0.012 0.2260
H -0.556517 -1.691700 3.425826 -0.369 -0.443 -0.074 0.4759
H -1.677864 0.902818 2.962581 -0.472 -0.294 0.134 0.4858
H -5.558515 -4.479727 -1.199749 -0.013 -0.100 -0.460 0.2143
H -4.036700 -5.296724 -0.689618 0.175 -0.141 -0.395 0.2239
H -5.280297 -4.899076 0.453677 -0.131 -0.194 0.136 0.2105
```
Forces are in eV/Å.